1.
The following is a quantum chemistry calculation of a structure of composition C20H38BrFInNO2 at a distorted geometry, from the Open Molecules 2025 dataset.

Geometry as XYZ:
```
64
Properties=species:S:1:pos:R:3:forces:R:3:lowdin_charge:R:1
C -4.673 3.519 3.946 0.9 -0.4 -0.2 -0.095
C -3.525 3.278 3.634 0.2 -0.5 -0.3 -0.228
In -1.576 2.562 2.838 0.0 0.9 0.4 0.786
C -0.028 4.175 3.104 -0.3 -1.1 -0.7 -0.245
C 1.288 3.581 2.597 -0.3 -0.5 0.2 -0.233
C 1.991 2.751 3.644 -0.4 0.6 0.4 -0.533
O 1.963 3.018 4.808 0.3 -0.1 0.1 0.130
O 2.737 1.676 3.204 0.2 -0.1 0.1 0.054
C -0.799 0.789 3.967 -0.9 0.3 -0.4 -0.317
C -1.738 -0.415 4.062 1.0 0.5 0.9 -0.757
C -1.995 -0.827 5.502 0.0 -0.5 -0.3 -0.171
Br -0.775 -1.957 3.226 -0.3 -0.3 -0.3 0.606
C -1.759 2.291 0.609 -0.3 0.1 1.1 -0.393
F -2.258 3.495 0.071 -0.1 0.5 -0.1 -0.127
C -2.664 1.201 0.113 0.6 -0.5 -1.1 -0.276
C -2.005 -0.184 0.235 -0.6 0.7 0.2 -0.116
H -5.670 3.636 4.234 -0.8 0.3 0.2 -0.032
H -0.298 4.972 2.422 -0.2 0.4 0.1 0.030
H 0.057 4.500 4.127 0.0 0.3 0.2 0.031
H 1.096 2.927 1.748 0.2 0.0 -0.4 0.079
H 1.987 4.345 2.262 0.4 0.1 0.0 0.115
H 2.138 1.028 2.825 -0.1 -0.1 -0.3 0.081
H 0.155 0.503 3.551 0.2 -0.1 -0.1 -0.021
H -0.613 1.133 4.974 0.2 0.2 0.3 0.039
H -2.688 -0.269 3.572 -0.1 -0.4 -0.6 0.067
H -2.787 -0.236 5.945 -0.1 0.3 0.1 0.085
H -1.093 -0.733 6.088 0.3 0.2 0.2 0.074
H -2.263 -1.874 5.531 -0.4 -0.2 0.2 0.043
H -0.759 2.189 0.190 0.2 -0.2 -0.3 0.063
H -2.806 1.372 -0.957 -0.2 0.2 -0.2 0.096
H -3.654 1.227 0.549 -0.2 0.1 0.3 0.103
H -0.937 -0.043 0.373 0.3 -0.3 0.2 0.052
H -2.178 -0.766 -0.664 -0.1 -0.1 -0.1 0.041
H -2.435 -0.726 1.064 0.3 -0.3 0.3 0.040
C 1.804 0.194 -5.756 -0.1 0.0 0.1 -0.096
C 0.657 0.004 -4.765 0.1 0.0 -0.2 -0.246
C 1.092 -0.067 -3.297 -0.3 0.1 -0.1 -0.168
C 2.159 -1.084 -2.920 0.0 0.4 0.2 -0.093
N 1.736 -2.544 -2.776 0.3 -0.5 0.1 -0.245
C 1.934 -2.988 -1.336 -0.1 0.0 0.1 -0.099
C 0.680 -2.512 -0.644 -0.1 0.1 0.1 -0.139
C -0.426 -2.817 -1.653 -0.1 0.0 0.0 -0.121
C 0.271 -2.852 -3.018 -0.3 0.0 0.1 -0.079
C 2.592 -3.383 -3.667 -0.1 0.2 0.0 0.013
H 2.513 -0.637 -5.728 0.0 0.0 0.0 0.058
H 1.411 0.244 -6.770 0.0 0.0 0.0 0.079
H 2.346 1.120 -5.561 0.1 0.0 0.0 0.085
H 0.081 -0.873 -5.068 0.0 0.0 0.0 0.091
H -0.029 0.847 -4.861 0.0 0.0 0.1 0.119
H 0.219 -0.171 -2.647 0.0 0.0 0.0 0.116
H 1.515 0.909 -3.045 0.1 -0.1 0.1 0.134
H 2.578 -0.797 -1.958 -0.1 0.0 0.0 0.130
H 2.985 -1.052 -3.628 -0.1 -0.1 -0.1 0.118
H 2.004 -4.076 -1.337 0.0 0.0 -0.1 0.141
H 2.857 -2.566 -0.948 0.1 -0.1 -0.1 0.139
H 0.733 -1.438 -0.451 0.0 0.0 0.1 0.108
H 0.516 -3.006 0.311 0.1 0.1 0.0 0.111
H -1.218 -2.072 -1.617 0.1 -0.1 0.0 0.085
H -0.889 -3.781 -1.449 0.0 0.0 0.0 0.125
H -0.153 -2.157 -3.730 0.2 0.0 0.0 0.101
H 0.221 -3.847 -3.452 0.1 0.0 0.0 0.131
H 3.631 -3.240 -3.380 0.0 0.0 -0.1 0.115
H 2.430 -3.068 -4.696 0.1 0.0 0.0 0.110
H 2.315 -4.426 -3.544 0.0 0.0 0.0 0.106
```
Forces are in eV/Å.

Output
LUMO energy, hartree: -0.0310

---

2.
The following is a quantum chemistry calculation of a structure of composition C20H38Cl3LaN2O4Si at a distorted geometry, from the Open Molecules 2025 dataset.

Geometry as XYZ:
```
69
Properties=species:S:1:pos:R:3:forces:R:3:lowdin_charge:R:1
C -6.760 -2.814 -3.516 -0.2 -0.1 0.2 -0.034
C -6.637 -3.142 -4.971 -0.1 0.0 -1.0 -0.236
H -7.641 -2.190 -3.349 0.2 -0.1 0.2 0.066
H -5.870 -2.281 -3.153 -0.2 -0.2 -0.1 0.085
H -6.884 -3.724 -2.908 0.1 0.2 -0.1 0.096
C -7.642 -3.030 -5.854 0.6 -0.4 0.6 -0.094
C -9.047 -2.739 -5.450 -0.5 0.4 -0.2 -0.102
H -7.474 -3.202 -6.921 0.1 -0.2 0.4 0.105
H -9.102 -1.939 -4.703 -0.1 -0.2 -0.1 0.066
H -9.564 -3.618 -5.034 0.2 0.2 -0.1 0.087
H -9.612 -2.419 -6.330 -0.1 0.0 0.2 0.069
La -0.522 -0.264 -0.273 -0.3 0.5 1.1 1.326
Cl 1.118 -1.994 1.068 0.1 -0.2 -0.1 -0.243
Cl -2.943 -1.398 -0.389 -0.2 -0.2 0.0 -0.256
C 0.893 -2.217 -2.420 -0.6 1.0 0.2 -0.302
O 0.497 -1.011 -2.370 1.2 -1.6 -0.4 -0.236
N 1.346 -2.811 -3.514 -0.1 0.3 -0.3 -0.159
C 1.699 -1.994 -4.673 -0.3 -0.1 -0.1 -0.012
C 1.224 -4.260 -3.680 0.3 0.0 0.2 -0.015
H 0.896 -2.822 -1.502 -0.2 -0.1 -0.2 0.084
H 1.942 -0.985 -4.332 -0.1 -0.2 -0.1 0.098
H 0.860 -1.943 -5.381 0.3 0.1 0.1 0.077
H 2.565 -2.446 -5.166 -0.2 0.1 0.1 0.099
H 0.977 -4.681 -2.701 0.1 -0.1 -0.2 0.099
H 2.168 -4.685 -4.041 -0.2 0.1 0.1 0.096
H 0.424 -4.509 -4.393 0.2 0.2 0.2 0.080
H -4.374 2.623 0.236 0.4 0.0 0.0 0.103
H -3.631 1.219 -1.971 0.1 0.2 -0.1 0.067
C -3.672 3.410 -0.065 0.0 0.5 -0.1 -0.055
C -3.323 2.242 -2.233 0.0 -0.3 0.2 -0.032
N -2.747 2.918 -1.077 0.3 -0.1 -0.2 -0.179
H -3.098 3.728 0.806 -0.2 -0.1 -0.1 0.074
C -1.448 2.803 -0.824 0.3 -1.0 0.0 -0.377
O -0.696 1.948 -1.382 -0.7 1.2 0.1 -0.240
H -2.586 2.211 -3.041 -0.2 0.0 0.2 0.097
H -1.042 3.470 -0.054 -0.2 -0.1 -0.1 0.129
H -4.256 4.241 -0.468 0.1 0.0 0.1 0.089
H -4.203 2.809 -2.543 0.1 -0.1 0.0 0.096
O -4.446 -2.366 -5.352 0.1 0.0 -0.4 -0.177
C -5.235 -3.554 -5.396 0.5 0.1 0.0 -0.287
C -5.173 -3.768 -7.973 0.1 -0.3 0.2 -0.047
C -5.187 -4.360 -6.706 0.0 0.2 0.3 -0.187
H -5.086 -2.676 -8.047 -0.1 -0.5 -0.1 0.119
C -5.280 -4.581 -9.111 0.1 0.2 0.2 -0.082
H -4.862 -4.231 -4.612 0.0 0.0 -0.1 0.143
C -5.263 -5.757 -6.592 -0.1 0.4 -0.2 -0.034
H -5.244 -4.110 -10.094 -0.1 -0.2 0.2 0.101
C -5.437 -5.963 -8.994 0.0 0.1 0.2 -0.094
C -5.431 -6.551 -7.725 0.1 0.1 0.0 -0.082
H -5.216 -6.186 -5.587 -0.1 0.0 -0.4 0.117
H -5.560 -6.582 -9.884 0.1 0.2 0.3 0.101
H -5.551 -7.627 -7.612 0.1 0.2 -0.1 0.101
Si -2.843 -1.885 -5.366 -1.4 -0.3 -0.2 0.392
Cl -1.573 1.286 1.796 0.3 0.1 -0.1 -0.242
C -2.723 -0.610 -6.712 0.1 0.2 -0.1 -0.155
C -1.816 -3.349 -5.890 0.3 -0.2 0.0 -0.146
C -2.553 -1.150 -3.689 0.4 0.0 0.2 -0.191
H -3.166 -0.999 -7.637 0.1 0.1 0.1 0.028
H -1.668 -0.373 -6.904 -0.2 0.1 -0.1 0.031
H -3.259 0.309 -6.442 0.2 -0.1 -0.1 0.036
H -3.299 -0.368 -3.470 0.2 -0.3 -0.3 0.024
H -1.547 -0.708 -3.600 -0.3 0.0 0.0 0.019
H -2.662 -1.892 -2.886 0.1 0.2 -0.3 -0.031
H -2.219 -3.730 -6.842 0.1 0.1 0.3 0.042
H -1.853 -4.168 -5.159 0.1 0.1 -0.1 0.036
H -0.771 -3.054 -6.064 -0.2 -0.2 0.0 0.007
O 1.725 0.973 0.513 0.2 0.2 0.5 -0.217
H 1.505 1.688 1.138 0.1 -0.4 -0.2 0.052
H 2.241 0.312 1.022 -0.5 0.3 -0.3 0.007
```
Forces are in eV/Å.

Output
Relative energy (zero: lowest compared OMol25 entry of this formula, charge and spin), kJ/mol: 0.0
LUMO energy, hartree: 0.0096

---

3.
The following is a quantum chemistry calculation of a structure of composition C20H38F3N4O6Tl at a distorted geometry, from the Open Molecules 2025 dataset.

Geometry as XYZ:
```
72
Properties=species:S:1:pos:R:3:forces:R:3:lowdin_charge:R:1
C 3.987 -3.385 1.238 0.1 0.1 -0.2 -0.097
C 2.762 -2.448 1.150 0.6 0.1 -0.2 -0.205
C 2.074 -2.675 -0.213 0.8 -0.4 0.6 -0.176
O 0.644 -2.759 -0.108 0.2 1.2 -0.4 -0.034
C 0.003 -2.629 -1.328 0.1 -1.8 -0.3 -0.289
O -1.124 -1.811 -1.267 0.2 0.6 -0.1 -0.050
C -0.777 -0.441 -1.102 -0.3 0.2 -0.3 -0.197
C -0.271 0.115 -2.466 0.9 -0.3 0.5 -0.274
C 1.239 0.553 -2.467 -0.6 0.1 -0.3 -0.239
C 1.675 1.320 -1.202 0.8 -0.7 -0.2 -0.183
C 2.804 2.368 -1.426 -0.9 0.4 1.2 -0.168
C 3.818 2.284 -0.259 0.1 0.5 -0.6 -0.158
C 3.176 2.387 1.122 -0.2 -0.3 0.4 -0.259
O 4.155 2.213 2.134 -0.2 -0.2 -0.2 -0.169
C 3.604 1.524 3.239 -0.2 -0.2 0.5 -0.107
C -2.041 0.282 -0.542 -0.9 -2.0 0.9 -0.167
C -3.370 -0.453 -0.829 -0.2 0.7 -0.6 -0.030
C -3.843 -1.332 0.353 0.0 -1.2 0.9 -0.627
N -4.483 -0.422 1.321 0.3 -0.2 -0.4 0.095
N -4.789 -2.360 -0.109 -0.2 1.2 0.0 0.110
N -2.735 -1.978 1.073 0.6 1.0 -0.3 0.109
O -2.078 1.688 -0.919 -0.1 0.9 0.3 0.049
C -2.610 2.470 0.007 2.9 -3.2 1.5 -0.133
C -1.483 3.264 0.757 -0.1 1.0 0.0 -0.014
C -1.710 3.050 2.254 -1.0 0.2 0.1 -0.209
N -0.835 2.516 2.979 -0.2 -0.2 -0.3 0.165
C -3.604 3.678 -0.703 -3.4 5.9 -4.0 -0.484
O -3.110 4.208 -1.672 2.0 -2.1 0.7 0.261
O -4.632 3.853 -0.127 0.4 -2.4 2.2 0.309
C -0.536 -4.063 -1.742 -0.3 0.8 1.7 -0.541
F -1.735 -3.973 -2.328 0.3 -0.2 -0.7 0.163
F -0.723 -4.761 -0.612 -0.1 -0.2 -0.3 0.165
F 0.351 -4.705 -2.487 -0.2 0.1 -0.4 0.189
H 4.694 -3.119 0.437 -0.1 -0.1 0.2 0.083
H 4.531 -3.283 2.182 -0.2 -0.1 -0.1 0.081
H 3.726 -4.438 1.068 -0.1 0.2 0.3 0.083
H 3.168 -1.424 1.188 -0.3 -0.1 0.0 0.089
H 2.088 -2.540 2.008 -0.1 -0.3 -0.3 0.119
H 2.412 -1.874 -0.895 -0.5 -0.1 0.0 0.114
H 2.455 -3.625 -0.620 -0.2 0.2 0.0 0.132
H 0.742 -2.355 -2.103 -0.3 0.3 0.0 0.158
H -0.024 -0.416 -0.303 0.1 0.3 -0.4 0.160
H -0.371 -0.742 -3.201 -0.4 0.1 1.8 -0.033
H -0.872 0.945 -2.879 -0.2 -0.1 0.7 0.073
H 1.844 -0.348 -2.654 0.1 0.3 0.4 0.112
H 1.437 1.209 -3.340 0.0 0.0 0.3 0.052
H 2.079 0.567 -0.507 -0.3 0.1 -0.1 0.101
H 0.821 1.770 -0.682 0.1 0.0 -0.3 0.093
H 2.329 3.361 -1.353 0.2 -0.2 -0.3 0.117
H 3.260 2.314 -2.420 0.1 -0.2 0.3 0.116
H 4.401 1.359 -0.374 0.0 0.2 0.3 0.127
H 4.481 3.155 -0.356 0.2 -0.5 0.0 0.129
H 2.659 3.357 1.259 0.2 -0.1 -0.2 0.136
H 2.405 1.615 1.308 0.1 0.1 -0.4 0.095
H 3.241 0.519 2.956 0.1 0.3 -0.1 0.076
H 4.361 1.375 4.015 0.0 0.3 -0.3 0.098
H 2.755 2.078 3.674 0.2 -0.1 -0.1 0.091
H -1.937 0.262 0.555 0.2 0.0 -0.3 0.143
H -4.135 0.331 -0.939 0.0 -0.3 0.0 0.133
H -3.368 -0.980 -1.789 0.2 -0.1 0.4 0.134
H -4.966 -0.970 2.031 -0.1 0.1 -0.1 0.094
H -3.702 0.012 1.810 -0.2 0.0 0.2 0.066
H -5.475 -2.502 0.625 -0.1 -0.2 -0.2 0.084
H -4.294 -3.230 -0.268 -0.1 0.0 0.0 0.084
H -2.332 -2.767 0.582 0.0 0.0 0.2 0.078
H -3.019 -2.213 2.014 0.0 -0.3 -0.1 0.098
H -3.280 1.919 0.685 -0.4 0.4 -0.4 0.148
H -1.428 4.327 0.494 -0.2 -0.1 0.2 0.151
H -0.526 2.813 0.475 -0.3 0.0 -0.1 0.115
H -2.683 3.359 2.668 0.2 0.2 -0.4 0.143
H -1.207 2.491 3.933 0.5 0.0 0.1 0.092
Tl -0.070 0.115 -5.004 0.2 0.4 -2.9 1.233
```
Forces are in eV/Å.

Output
Relative energy (zero: lowest compared OMol25 entry of this formula, charge and spin), kJ/mol: 110.5
Charge: +2
LUMO energy, hartree: -0.4162